50
Properties=species:S:1:pos:R:3 method="wB97M-V/def2-TZVPD" e_tot_ha=-2990.78318 smiles="CC[C@H](Cl)c1cc(C(=O)OC(F)(F)c2cccc(C(F)(F)F)c2)c(I)c(C(F)(F)C(F)F)[n+]1[PH2]=N" e_lumo_ev=-5.1 mol_weight_g_mol=667.7 total_charge=+1 fmax_ev_per_a=1.6
C 4.797 -2.307 1.125
C 4.398 -1.035 0.361
C 2.915 -1.085 -0.056
Cl 2.669 -1.766 -1.684
C 2.114 0.182 0.133
C 1.136 0.128 1.101
C 0.323 1.204 1.349
C -0.707 1.025 2.434
O -0.699 1.645 3.452
O -1.542 -0.038 2.187
C -2.680 0.203 1.413
F -3.435 1.122 2.046
F -2.268 0.805 0.260
C -3.414 -1.068 1.152
C -3.514 -2.021 2.156
C -4.219 -3.184 1.923
C -4.811 -3.398 0.689
C -4.687 -2.451 -0.308
C -5.294 -2.664 -1.661
F -5.938 -3.830 -1.758
F -6.169 -1.693 -1.964
F -4.352 -2.646 -2.621
C -3.995 -1.274 -0.081
C 0.488 2.380 0.625
I -0.817 3.955 1.060
C 1.490 2.438 -0.326
C 1.650 3.775 -1.085
F 1.752 4.737 -0.154
F 2.792 3.881 -1.801
C 0.497 4.067 -2.103
F -0.412 3.074 -2.073
F -0.083 5.235 -1.809
N 2.288 1.332 -0.575
P 3.506 1.329 -1.959
N 2.783 1.397 -3.319
H 5.805 -2.615 0.869
H 4.146 -3.143 0.879
H 4.762 -2.157 2.199
H 4.546 -0.182 1.020
H 5.039 -0.966 -0.509
H 2.453 -1.813 0.599
H 0.999 -0.781 1.663
H -3.040 -1.849 3.109
H -4.301 -3.924 2.702
H -5.369 -4.301 0.508
H -3.917 -0.552 -0.879
H 0.929 4.127 -3.099
H 4.389 2.333 -1.577
H 4.183 0.147 -1.744
H 3.020 2.224 -3.853